1.
{
  "formula": "C5H13N2",
  "method": "ωB97M-V/def2-TZVPD",
  "species": ["C", "C", "C", "C", "C", "N", "N", "H", "H", "H", "H", "H", "H", "H", "H", "H", "H", "H", "H", "H"],
  "coordinates": [[0.91405, 0.70869, 0.40012], [0.37717, -0.64252, 0.57132], [2.21178, 1.07049, -0.30791], [-2.57949, -0.25193, -0.07626], [-1.63910, 0.98751, -0.02136], [-0.39224, 0.30897, -0.23344], [1.00315, -1.78260, -0.19199], [0.95058, 1.48080, 1.25034], [-0.07292, -0.86326, 1.48793], [2.32464, 2.05600, -0.50677], [2.30602, 0.42316, -1.29623], [3.00898, 0.92680, 0.28066], [-2.65673, -0.83121, 0.83385], [-3.67979, 0.05784, -0.30339], [-2.27801, -0.84444, -0.82487], [-1.67610, 1.63606, -0.79339], [-1.56642, 1.47709, 0.98499], [0.36437, -2.46767, -0.46209], [1.77853, -2.09153, 0.33399], [1.30150, -1.35825, -1.12551]],
  "atomic_forces_ev_per_a": [[0.365, 2.329, 0.515], [-1.771, 1.850, -0.794], [-3.231, -4.286, -3.929], [-4.151, 3.963, 1.872], [0.174, -4.033, 4.338], [5.789, -0.329, -0.722], [-0.019, 3.784, -1.697], [-1.148, -1.699, -0.523], [-0.167, -1.194, 1.409], [-0.467, 3.183, -1.231], [0.202, 1.586, 1.707], [2.944, -1.373, 2.451], [0.359, 0.128, 0.420], [1.867, -0.498, 0.354], [1.044, -2.185, -2.905], [-0.827, 2.227, -2.323], [-0.736, -0.052, -0.859], [-1.453, -1.897, -0.010], [1.264, -0.991, 0.497], [-0.038, -0.512, 1.430]],
  "smiles": "CCN1[C@H](C)[C@@H]1[NH3+]",
  "e_above_lowest_kj_mol": 413.7,
  "fmax_ev_per_a": 6.7,
  "multiplicity": 1,
  "e_tot_ha": -307.46403,
  "gap_ev": 10.1,
  "charge": 1
}

2.
{
  "formula": "C13H12N2O4S",
  "method": "ωB97M-V/def2-TZVPD",
  "species": ["O", "C", "O", "H", "C", "C", "C", "C", "C", "C", "H", "H", "S", "O", "O", "N", "H", "C", "C", "C", "N", "C", "C", "C", "H", "H", "H", "H", "H", "H", "H", "H"],
  "coordinates": [[4.71189, 0.42710, 0.59491], [3.76630, 0.93464, 1.06118], [3.88732, 2.12533, 1.58675], [4.92496, 2.49941, 1.35304], [2.62804, 0.34265, 1.17481], [1.59970, 1.27346, 1.94011], [0.34845, 0.85171, 2.14739], [0.09231, -0.78043, 1.76526], [1.09324, -1.52831, 1.20765], [2.26429, -0.89744, 0.93104], [3.04942, -1.52049, 0.73626], [0.88187, -2.56627, 1.00603], [-1.52194, -1.38893, 1.74439], [-1.57753, -2.69645, 2.51792], [-2.37454, -0.50031, 2.56592], [-2.00380, -1.33626, 0.37648], [-2.31885, -2.29394, -0.07256], [-2.68972, -0.26564, -0.30814], [-2.11337, -0.09953, -1.54672], [-2.62920, -0.05506, -2.73422], [-1.93190, 0.07739, -3.96955], [-0.75683, 0.75153, -3.74519], [-0.13467, 0.84306, -2.62332], [-0.73187, 0.67601, -1.42688], [-0.18598, 0.39060, -0.52139], [0.84611, 1.19706, -2.77035], [-0.27221, 0.91914, -5.04463], [-3.68468, -0.63558, -2.79507], [-3.71725, -0.47696, -0.47420], [-2.72837, 0.52984, 0.38842], [-0.55145, 1.10456, 2.70045], [1.83026, 2.09811, 2.23421]],
  "atomic_forces_ev_per_a": [[4.092, -2.384, -2.535], [6.598, 3.169, -0.123], [3.922, 4.389, 0.052], [-4.350, -1.949, 0.919], [-11.898, 1.683, 4.335], [-2.249, -11.004, -4.830], [-1.297, -6.497, -0.631], [1.694, 4.027, -0.416], [-3.441, 0.604, 1.192], [1.698, -0.889, 0.038], [2.103, -1.593, -1.427], [0.384, -0.206, -0.147], [-1.235, -1.711, 14.403], [1.235, 1.871, -4.059], [1.475, 0.818, -1.737], [-3.597, -4.946, -8.810], [1.365, 2.244, 1.424], [-2.384, -0.999, 2.807], [7.550, 6.515, 0.290], [-3.285, -4.080, -5.256], [0.113, 2.807, 3.472], [-4.455, -3.319, -11.529], [3.288, 2.471, 4.178], [-2.677, -5.166, -0.207], [0.000, 1.167, -0.105], [1.392, 0.435, 0.654], [-0.822, -0.168, 4.684], [2.142, 1.629, -0.354], [-1.288, -0.855, 0.370], [0.371, 1.330, 0.311], [0.463, 1.066, -0.073], [3.091, 9.542, 3.109]],
  "e_above_lowest_kj_mol": 1088.8,
  "fmax_ev_per_a": 14.6,
  "multiplicity": 1,
  "e_tot_ha": -1310.87223,
  "gap_ev": 8.7,
  "charge": 0
}

3.
{
  "formula": "C6H11NO",
  "method": "ωB97M-V/def2-TZVPD",
  "species": ["C", "C", "C", "C", "C", "C", "H", "H", "H", "H", "H", "H", "H", "H", "H", "H", "H", "N", "O"],
  "coordinates": [[-0.09172, -2.25572, -0.40816], [0.45508, -0.81370, 0.06184], [0.38926, -0.12448, 1.49033], [0.77422, 1.27251, -0.00896], [0.19694, 1.55263, -1.29209], [-0.13137, 0.34150, -0.47314], [-1.27756, -2.42386, -0.41315], [0.03174, -2.86216, 0.40078], [0.21921, -2.60151, -1.44021], [1.49256, -0.28682, -0.23124], [1.21643, -0.64115, 2.15157], [-0.47416, -0.42963, 2.17567], [1.92354, 0.87814, -0.09980], [0.73405, 1.79407, -2.09849], [-0.79006, 2.24257, -1.04295], [-1.47882, 1.81636, 0.62822], [-2.17511, 0.38066, -0.87065], [-1.53094, 0.75206, 0.07700], [0.51673, 1.40854, 1.39342]],
  "atomic_forces_ev_per_a": [[-2.517, 2.207, -0.916], [1.132, -1.577, -0.901], [0.840, -3.319, 5.472], [5.403, 3.743, 2.340], [-4.842, 3.363, 2.215], [-5.867, 2.425, -2.836], [2.099, 1.483, -0.281], [1.515, -2.557, 1.693], [0.253, 0.445, 1.602], [-0.985, -5.005, 0.186], [-0.642, 1.741, -1.180], [0.539, 0.953, -1.553], [-2.212, 2.092, 0.123], [2.211, 0.514, -3.019], [2.837, -1.506, -2.045], [-0.749, -4.055, -2.801], [1.733, 2.718, 3.914], [-0.921, -1.216, -1.246], [0.173, -2.447, -0.768]],
  "smiles": "C[C@@H]1CO[C@@H]2C[C@@]12N",
  "e_above_lowest_kj_mol": 1077.7,
  "fmax_ev_per_a": 7.0,
  "multiplicity": 1,
  "e_tot_ha": -364.82100,
  "gap_ev": 9.4,
  "charge": 0
}